Below is one molecule with the formula C6H10O3S, with properties calculated with ωB97M-V with the def2-TZVPD basis set.

Values from the calculation:
Net charge: 0
LUMO (eV): 0.539
E_HOMO (eV): -9.95
Largest force on an atom (eV/A): 3.90
HOMO-LUMO gap (eV): 10.5
Energy relative to the best compared isomer or geometry (same formula, charge and spin) (kJ/mol): 22.54
E_tot (a.u.): -858.4804
SMILES: CC(C)(C)C(=O)OSC=O

Atoms and positions in Å:
C: -0.4431 1.2913 -3.6771
C: 0.7398 0.6519 -0.1834
C: -1.3878 -0.0983 0.9784
C: 0.7532 -0.0589 2.1767
C: 0.4402 -1.7432 0.3410
C: 0.1050 -0.3389 0.8301
O: -1.5024 0.8756 -3.3977
O: 0.7482 0.2249 -1.4784
O: 1.1210 1.7075 0.1419
S: 1.0739 1.3288 -2.6715
H: -0.3470 2.0335 -4.5426
H: -1.8255 -0.5852 1.8825
H: -1.5078 1.0837 1.2688
H: -2.1034 -0.2501 0.1268
H: 1.8644 -0.2473 2.1181
H: 0.4443 1.0357 2.4596
H: 0.3420 -0.7036 2.9070
H: 0.2967 -1.7860 -0.7616
H: 1.3978 -2.0126 0.5706
H: -0.2097 -2.4089 0.9108

Calculated atomic charges, method natural (NBO), unit e: 0.24 0.81 -0.61 -0.59 -0.60 -0.16 -0.50 -0.67 -0.55 0.52 0.14 0.22 0.21 0.24 0.22 0.23 0.21 0.23 0.21 0.21